Entry from the Open Molecules 2025 dataset: a 2-piece molecular cluster, H2N2O2S overall (wB97M-V/def2-TZVPD).

HOMO-LUMO gap: 7.813 eV
LUMO level: -0.65 eV
Electronic energy: -17939.761 eV
ΔE to the lowest compared entry with this formula, charge and spin: 78.35 kJ/mol

The geometry in ORCA input format:
```
! RIJCOSX wB97M-V def2-TZVPD def2/J DEFGRID3
* xyz 0 1
N -0.6898 1.1973 0.0590
N -1.7894 1.3397 -0.1932
O 1.1498 1.9873 1.4437
O 0.4434 -1.5239 -0.7060
S 0.8071 0.8760 0.5211
H -0.4635 -1.4859 -0.2493
H 0.5424 -2.3905 -0.8752
*
```

=====

Entry from the Open Molecules 2025 dataset: an isolated ion of composition C30H34NO8S2 and charge -1 (wB97M-V/def2-TZVPD).

SMILES string: CCOC(=O)C(C)(C(=O)OCC)[C@H](C(S(=O)(=O)c1ccccc1)=[S@@](=O)([O-])c1ccccc1)c1ccc(N(C)C)cc1
HOMO-LUMO gap: 7.027 eV
LUMO level: 2.71 eV
Electronic energy: -71201.461 eV
ΔE to the lowest compared entry with this formula, charge and spin: 0.00 kJ/mol

The geometry in ORCA input format:
```
! RIJCOSX wB97M-V def2-TZVPD def2/J DEFGRID3
* xyz -1 1
C -3.1032 1.6529 4.7871
C -3.1699 1.6749 3.2844
O -2.1893 0.6948 2.8590
C -2.0629 0.5461 1.5340
O -2.6013 1.2573 0.6978
C -1.1584 -0.6554 1.2524
C -1.2825 -1.6236 2.4540
C -1.7747 -1.3904 0.0750
O -1.1770 -2.1659 -0.6507
O -3.0928 -1.1588 -0.0370
C -3.7724 -2.0369 -0.9693
C -5.2030 -1.5717 -0.9707
C 0.1836 -0.1395 0.8847
C 0.0528 0.9689 -0.1817
S 0.0430 2.6449 0.3186
O -0.4378 3.4477 -0.7851
O -0.5432 2.7839 1.6384
C 1.7157 3.2084 0.7175
C 2.0276 3.3811 2.0699
C 3.2679 3.9011 2.4369
C 4.2089 4.2269 1.4563
C 3.8945 4.0551 0.1064
C 2.6442 3.5553 -0.2657
S 0.4444 0.7827 -1.8584
O 1.7441 1.4072 -2.1114
O 0.2488 -0.5889 -2.2568
C -0.6179 1.7348 -2.9462
C -0.0232 2.3712 -4.0377
C -0.8208 3.1082 -4.9119
C -2.2059 3.1465 -4.7210
C -2.7955 2.4579 -3.6534
C -1.9930 1.7580 -2.7490
C 1.2283 -1.2269 0.6061
C 2.1631 -1.1434 -0.4271
C 2.8634 -2.2607 -0.8621
C 2.7776 -3.4775 -0.1456
N 3.3439 -4.6280 -0.6027
C 3.2140 -5.8702 0.1296
C 4.0898 -4.6703 -1.8432
C 2.0741 -3.4563 1.0905
C 1.3894 -2.3169 1.4781
H -3.9021 2.2805 5.1771
H -3.2240 0.6405 5.1858
H -2.1426 2.0447 5.1340
H -4.1484 1.3433 2.9165
H -2.8870 2.6406 2.8522
H -0.8894 -2.6143 2.1889
H -0.7299 -1.2471 3.3305
H -2.3456 -1.7228 2.7355
H -3.3101 -1.9390 -1.9620
H -3.6907 -3.0730 -0.6084
H -5.8119 -2.2713 -1.5488
H -5.6161 -1.5104 0.0402
H -5.2937 -0.5846 -1.4311
H 0.5660 0.4296 1.7507
H 1.2957 3.1276 2.8300
H 3.4783 4.0505 3.4941
H 5.1842 4.6196 1.7467
H 4.6133 4.3149 -0.6691
H 2.3968 3.4166 -1.3130
H 1.0537 2.3109 -4.1746
H -0.3448 3.6428 -5.7364
H -2.8286 3.7179 -5.4112
H -3.8770 2.4651 -3.5102
H -2.4138 1.2497 -1.8825
H 2.4232 -0.1996 -0.8919
H 3.4332 -2.1978 -1.7877
H 3.4963 -5.7377 1.1846
H 2.1803 -6.2541 0.0999
H 3.8802 -6.6010 -0.3388
H 3.6014 -4.0564 -2.6100
H 5.1220 -4.3060 -1.7071
H 4.1202 -5.7143 -2.1758
H 2.0335 -4.3511 1.7142
H 0.9834 -2.2990 2.4879
*
```

=====

Entry from the Open Molecules 2025 dataset: the molecule C4H7NO (wB97M-V/def2-TZVPD).

HOMO-LUMO gap: 9.195 eV
LUMO level: 0.83 eV
Electronic energy: -7796.479 eV
ΔE to the lowest compared entry with this formula, charge and spin: 305.46 kJ/mol

The geometry in ORCA input format:
```
! RIJCOSX wB97M-V def2-TZVPD def2/J DEFGRID3
* xyz 0 1
C 0.1320 -0.5166 -0.4614
N 2.2726 0.1161 0.2400
C 1.3526 -0.7880 0.3904
C -1.0645 -0.5535 0.4488
C -1.9197 0.4364 0.6240
O 0.2288 0.6665 -1.2449
H -0.6282 0.8230 -1.6501
H 3.1356 0.0441 0.7569
H 2.1696 0.9268 -0.3738
H 0.0624 -1.3978 -1.1291
H -1.1696 -1.4887 0.9789
H -2.7553 0.3462 1.2954
H -1.8163 1.3857 0.1249
*
```

=====

Entry from the Open Molecules 2025 dataset: C18H38As2AuS4SeSi3 as an isolated structure (wB97M-V/def2-TZVPD).

HOMO-LUMO gap: 6.173 eV
LUMO level: 1.87 eV
Electronic energy: -276981.223 eV
ΔE to the lowest compared entry with this formula, charge and spin: 0.00 kJ/mol

The geometry in ORCA input format:
```
! RIJCOSX wB97M-V def2-TZVPD def2/J DEFGRID3
* xyz -1 1
Au -1.4198 1.1644 0.8276
S -1.4339 0.6892 5.1038
As -0.9024 -0.6003 3.5449
S 0.4327 0.5083 2.0850
S -2.4714 -0.5941 1.9164
S -0.1985 -2.5191 3.9251
C -7.3319 -3.0288 0.4768
C -6.3966 -1.8714 0.2501
C -5.5483 -1.8363 -0.8477
C -4.6637 -0.7854 -1.0571
C -3.7283 -0.8441 -2.2325
C -4.6383 0.2764 -0.1419
Se -3.4627 1.7608 -0.4713
C -5.4612 0.2474 0.9899
C -5.4284 1.2939 2.0715
C -6.3332 -0.8249 1.1557
H -7.2583 -3.7573 -0.3308
H -8.3696 -2.6936 0.5374
H -7.0972 -3.5401 1.4123
H -5.5579 -2.6602 -1.5541
H -3.9120 -1.7446 -2.8193
H -2.6897 -0.8590 -1.8933
H -3.8444 0.0292 -2.8766
H -4.6080 1.9922 1.9338
H -5.3114 0.8174 3.0455
H -6.3637 1.8607 2.0830
H -6.9597 -0.8504 2.0426
C 2.6433 1.4176 -0.5733
Si 2.1687 3.0501 0.1962
C 2.7467 3.2760 1.9560
C 2.9802 4.4423 -0.7717
As -0.2036 3.2004 0.0210
Si -0.8998 4.7762 1.6555
C -0.5993 4.0197 3.3243
C -2.7238 5.1029 1.4429
C 0.0932 6.3519 1.4050
Si -0.7892 3.9081 -2.1696
C -2.3798 4.8867 -2.1177
C 0.5057 5.0347 -2.9312
C -0.9084 2.3512 -3.1889
H 3.7093 1.2242 -0.4269
H 2.4481 1.4440 -1.6487
H 2.0850 0.5905 -0.1334
H 3.8168 3.0482 1.9886
H 2.2349 2.6259 2.6615
H 2.6210 4.3179 2.2611
H 4.0418 4.4493 -0.5051
H 2.5692 5.4192 -0.5095
H 2.9092 4.3170 -1.8502
H -1.1622 3.0913 3.4589
H -0.9255 4.7235 4.0971
H 0.4465 3.7780 3.5079
H -3.2702 4.1568 1.4310
H -2.9692 5.6445 0.5303
H -3.0738 5.6898 2.2971
H 1.1481 6.1957 1.6408
H -0.2840 7.1392 2.0635
H 0.0244 6.7134 0.3763
H -2.2155 5.8484 -1.6260
H -3.1810 4.3599 -1.6012
H -2.7013 5.0880 -3.1438
H 0.8266 5.8294 -2.2565
H 0.0632 5.5035 -3.8151
H 1.3875 4.4822 -3.2560
H -1.6559 1.6722 -2.7772
H 0.0553 1.8357 -3.2028
H -1.1808 2.5908 -4.2208
*
```

=====

Entry from the Open Molecules 2025 dataset: C42H53CaN3O2SSe as an isolated structure (wB97M-V/def2-TZVPD).

HOMO-LUMO gap: 6.699 eV
LUMO level: -0.27 eV
Electronic energy: -147604.098 eV
ΔE to the lowest compared entry with this formula, charge and spin: 153.67 kJ/mol

The geometry in ORCA input format:
```
! RIJCOSX wB97M-V def2-TZVPD def2/J DEFGRID3
* xyz 0 1
Ca 1.0165 -1.7122 -0.1440
C -0.3276 5.6999 -2.7029
C -1.2024 4.8740 -1.7473
C -2.5222 4.5661 -2.4515
C -1.5105 5.7149 -0.4985
C -0.4668 3.5909 -1.3344
C -0.9611 2.3111 -1.5560
C -0.2563 1.1907 -1.1243
Se -1.0886 -0.5465 -1.4121
C -2.0845 -0.6611 0.2555
C -3.2568 0.0772 0.3575
C -3.9602 0.1479 1.5520
C -3.4255 -0.5562 2.6323
C -2.2572 -1.3190 2.5744
C -1.5655 -1.4023 1.3474
O -0.4422 -2.1189 1.2131
C -1.7048 -2.0386 3.8182
C -1.6059 -3.5512 3.5560
C -0.3140 -1.4828 4.1697
C -2.5988 -1.8383 5.0451
C -5.2497 0.9785 1.6514
C -6.3005 0.4361 0.6717
C -5.8409 0.9367 3.0608
C -4.9501 2.4422 1.2952
C 0.9929 1.2790 -0.4525
O 1.6127 0.1720 -0.0652
C 1.5067 2.5787 -0.2331
C 0.7599 3.6689 -0.6774
C 2.8408 2.8788 0.4863
C 3.7695 3.6650 -0.4586
C 2.5635 3.7265 1.7438
C 3.6108 1.6327 0.9424
H -0.8487 6.6144 -3.0140
H -0.0861 5.1205 -3.6003
H 0.6151 5.9960 -2.2305
H -3.0148 5.5036 -2.7306
H -3.2071 4.0098 -1.8006
H -2.3690 3.9820 -3.3660
H -2.0578 6.6259 -0.7718
H -0.5942 6.0159 0.0206
H -2.1222 5.1436 0.2077
H -1.9092 2.1584 -2.0599
H -3.6032 0.6204 -0.5175
H -3.9458 -0.5026 3.5780
H -0.9235 -3.7661 2.7333
H -2.5917 -3.9598 3.3055
H -1.2455 -4.0644 4.4567
H 0.3787 -1.6108 3.3432
H 0.0900 -2.0029 5.0479
H -0.3769 -0.4150 4.4066
H -3.6097 -2.2299 4.8859
H -2.6784 -0.7828 5.3304
H -2.1638 -2.3783 5.8925
H -6.5369 -0.6085 0.8999
H -5.9427 0.4814 -0.3623
H -7.2276 1.0209 0.7348
H -6.1016 -0.0836 3.3617
H -6.7559 1.5372 3.0922
H -5.1474 1.3460 3.8036
H -4.5670 2.5373 0.2726
H -4.1970 2.8584 1.9728
H -5.8599 3.0513 1.3727
H 1.1638 4.6611 -0.4911
H 3.3295 4.6132 -0.7804
H 3.9885 3.0746 -1.3555
H 4.7198 3.8898 0.0424
H 2.0867 4.6811 1.5047
H 3.5012 3.9428 2.2706
H 1.9024 3.1870 2.4303
H 3.8807 0.9882 0.1041
H 3.0359 1.0335 1.6491
H 4.5287 1.9710 1.4361
N 0.1386 -3.9575 -0.9856
C 1.1095 -4.9601 -0.6950
C 0.9577 -6.2472 -1.1225
C 1.9157 -7.2502 -0.8301
C 3.0316 -6.9616 -0.1060
C 3.2501 -5.6252 0.3152
C 4.4190 -5.2300 1.0146
C 4.6301 -3.9264 1.3464
C 3.6521 -2.9813 0.9827
N 2.5453 -3.3100 0.3544
C 2.3159 -4.6231 0.0086
H -0.6735 -4.3182 -1.4541
H -0.1771 -3.4005 -0.1836
H 0.0629 -6.5067 -1.6813
H 1.7376 -8.2647 -1.1737
H 3.7599 -7.7274 0.1434
H 5.1506 -5.9896 1.2729
H 5.5235 -3.6070 1.8701
H 3.7901 -1.9272 1.2168
S 2.1789 -1.7800 -3.0378
C 3.0371 -1.4500 -4.4341
N 3.1060 -0.1654 -4.8876
C 3.7626 0.2551 -6.0051
C 4.4237 -0.6304 -6.7759
C 4.3992 -1.9909 -6.3760
C 3.7358 -2.3905 -5.2559
H 2.6117 0.5036 -4.3147
H 3.7122 1.3135 -6.2135
H 4.9463 -0.2993 -7.6616
H 4.9198 -2.7286 -6.9780
H 3.7084 -3.4248 -4.9433
*
```

=====

HOMO level readings, ordered: -8.46 -4.32 -8.36 -4.30 -6.97 eV